C3H4O2Tl | ωB97M-V/def2-TZVPD

Atoms and positions in Å:
Tl  3.9797  1.6863  0.9549
O  2.1919  0.4567  1.7115
O  2.1389  1.2646  -0.3661
C  -1.3343  -0.7776  0.1013
C  -1.9348  -0.5211  -1.0765
C  1.6851  0.6102  0.5875
H  -0.8524  -1.7435  0.2778
H  -2.5164  0.3906  -1.2302
H  -1.6995  -1.1014  -1.9714
H  -1.6582  -0.2648  1.0112

Results
Net charge: 0
Spin multiplicity: 2
Relative energy (zero: lowest compared OMol25 entry of this formula, charge and spin) in kJ/mol: 110.91
Lowest unoccupied orbital energy (alpha / beta) in Ha: -0.01275 / -0.01267
Orbital gap (alpha / beta) in eV: 7.2 / 9.4
HOMO energy (alpha / beta) in eV: -7.56 / -9.76
Strongest force on any atom in Eh/bohr: 0.042
Calculated total energy in eV: -11961.862

---

C3H4O2Y | ωB97M-V/def2-TZVPD

Atoms and positions in Å:
Y  -0.8778  2.0071  0.2569
O  0.8304  1.5140  -0.6733
O  -0.6146  -1.0653  -0.0629
C  0.6990  -0.9263  -0.2543
C  1.3552  0.2736  -0.5976
C  -1.4118  -0.1366  0.7666
H  1.2663  -0.9864  -1.4507
H  -1.2267  -0.4403  1.8132
H  -2.4513  -0.4333  0.5562
H  2.4313  0.1934  -0.3542

Results
Net charge: +1
Spin multiplicity: 1
Relative energy (zero: lowest compared OMol25 entry of this formula, charge and spin) in kJ/mol: 310.21
Lowest unoccupied orbital energy in Ha: -0.22536
Orbital gap in eV: 5.3
HOMO energy in eV: -11.41
Strongest force on any atom in Eh/bohr: 0.051
Calculated total energy in eV: -8301.353

---

C3H4O3 | ωB97M-V/def2-TZVPD

Atoms and positions in Å:
O  1.5123  -1.7670  -0.1348
O  2.1238  0.6669  -0.0490
O  1.0083  1.5693  0.0344
C  -1.3900  0.4277  -0.0080
C  0.2127  0.4557  -0.0365
C  1.1846  -0.3933  -0.1000
H  -1.7392  -0.2630  0.6612
H  -1.6335  1.3351  0.5035
H  0.7033  -2.2801  0.0468
H  -1.9823  0.2488  -0.9177

Results
Net charge: 0
Spin multiplicity: 1
Relative energy (zero: lowest compared OMol25 entry of this formula, charge and spin) in kJ/mol: 565.55
Lowest unoccupied orbital energy in Ha: 0.01645
Orbital gap in eV: 9.2
HOMO energy in eV: -8.78
Strongest force on any atom in Eh/bohr: 0.124
Calculated total energy in eV: -9312.839
Structure (SMILES): Cc1ooc1O

---

C3H4O3 | ωB97M-V/def2-TZVPD

Atoms and positions in Å:
O  -0.1653  -1.0374  -1.3198
O  1.6093  0.4865  1.4050
O  -2.1081  0.3996  -0.2214
C  1.0938  -0.4385  0.7638
C  -0.9892  0.7271  0.0943
C  0.2254  -0.0332  -0.4541
H  1.5970  -1.1065  1.4842
H  -1.1408  -1.0364  -1.3118
H  0.8462  0.7326  -0.9646
H  -0.7753  1.5632  0.7845

Results
Net charge: 0
Spin multiplicity: 1
Relative energy (zero: lowest compared OMol25 entry of this formula, charge and spin) in kJ/mol: 303.26
Lowest unoccupied orbital energy in Ha: 0.00644
Orbital gap in eV: 10.0
HOMO energy in eV: -9.87
Strongest force on any atom in Eh/bohr: 0.080
Calculated total energy in eV: -9315.558
Structure (SMILES): O=CC(O)C=O

---

C3H4O3 | ωB97M-V/def2-TZVPD

Atoms and positions in Å:
O  0.7760  -0.5217  -0.6677
O  1.5424  0.6551  1.1176
O  -1.0020  -0.6965  1.1955
C  -0.2959  0.3946  -0.8014
C  -1.3290  -0.0536  0.2297
C  1.4229  -0.3779  0.5197
H  -0.7068  0.3521  -1.8150
H  1.8263  -1.3488  0.8304
H  -2.3921  0.1725  0.0490
H  0.0539  1.4158  -0.6127

Results
Net charge: 0
Spin multiplicity: 1
Relative energy (zero: lowest compared OMol25 entry of this formula, charge and spin) in kJ/mol: 127.73
Lowest unoccupied orbital energy in Ha: 0.02706
Orbital gap in eV: 11.1
HOMO energy in eV: -10.39
Strongest force on any atom in Eh/bohr: 0.012
Calculated total energy in eV: -9317.377
Structure (SMILES): O=CCOC=O

---

C3H4O3 | ωB97M-V/def2-TZVPD

Atoms and positions in Å:
O  -1.4685  0.4831  1.4053
O  0.2410  1.2949  0.0414
O  -1.1119  -0.2649  -0.7813
C  0.7509  -0.9994  -0.0672
C  -1.1121  0.5958  0.2466
C  1.1107  0.3272  -0.1150
H  1.4072  -1.7526  -0.4899
H  0.0375  -1.3299  0.6924
H  2.1105  0.6797  -0.3596
H  -1.9653  0.9661  -0.5728

Results
Net charge: 0
Spin multiplicity: 1
Relative energy (zero: lowest compared OMol25 entry of this formula, charge and spin) in kJ/mol: 618.77
Lowest unoccupied orbital energy (alpha / beta) in Ha: -0.06774 / -0.07763
Orbital gap (alpha / beta) in eV: 7.5 / 7.1
HOMO energy (alpha / beta) in eV: -9.35 / -9.18
Strongest force on any atom in Eh/bohr: 0.011
Calculated total energy in eV: -9312.288

---

C3H4O3 | ωB97M-V/def2-TZVPD

Atoms and positions in Å:
O  1.3080  0.8150  0.3061
O  -1.2575  -0.9984  0.4353
O  1.7745  -1.4246  0.0735
C  1.0641  -0.4729  -0.0420
C  -0.4121  -0.2404  -0.3877
C  -0.0952  1.1751  0.1253
H  -0.5579  1.3726  1.0925
H  -0.1787  2.0334  -0.5451
H  -0.7262  -0.3568  -1.4318
H  -0.9190  -1.9030  0.3739

Results
Net charge: 0
Spin multiplicity: 1
Relative energy (zero: lowest compared OMol25 entry of this formula, charge and spin) in kJ/mol: 130.33
Lowest unoccupied orbital energy in Ha: 0.02772
Orbital gap in eV: 11.3
HOMO energy in eV: -10.56
Strongest force on any atom in Eh/bohr: 0.014
Calculated total energy in eV: -9317.350

---

C3H4O3 | ωB97M-V/def2-TZVPD

Atoms and positions in Å:
O  0.7981  1.6316  0.9299
O  1.9262  0.5336  -0.6129
O  0.6541  -1.8647  0.3648
C  0.1578  -0.8241  0.1041
C  -1.2183  -0.6553  -0.3231
C  1.0265  0.5081  0.1625
H  1.3041  2.3727  0.6712
H  -1.3537  0.1418  -1.2045
H  -1.6643  -0.2532  0.6366
H  -1.6305  -1.5904  -0.7285

Results
Net charge: 0
Spin multiplicity: 1
Relative energy (zero: lowest compared OMol25 entry of this formula, charge and spin) in kJ/mol: 121.21
Lowest unoccupied orbital energy in Ha: 0.02204
Orbital gap in eV: 10.8
HOMO energy in eV: -10.16
Strongest force on any atom in Eh/bohr: 0.082
Calculated total energy in eV: -9317.444
Structure (SMILES): CC(=O)C(=O)O

---

C3H4O3P | ωB97M-V/def2-TZVPD

Atoms and positions in Å:
P  1.1356  0.2158  0.1053
O  1.8519  0.9420  1.1772
O  1.2047  0.6011  -1.2833
O  0.6512  -2.3410  0.7012
C  1.3007  -1.5932  0.0545
C  -1.0434  0.2188  0.4924
C  -1.5876  1.1524  -0.3103
H  1.6548  -1.8152  -0.9462
H  -2.6136  1.3725  -0.1237
H  -1.4635  -0.2865  1.3117
H  -1.0908  1.5332  -1.1789

Results
Net charge: -1
Spin multiplicity: 3
Relative energy (zero: lowest compared OMol25 entry of this formula, charge and spin) in kJ/mol: 0.00
Lowest unoccupied orbital energy (alpha / beta) in Ha: 0.15343 / 0.07678
Orbital gap (alpha / beta) in eV: 6.3 / 6.9
HOMO energy (alpha / beta) in eV: -2.12 / -4.82
Strongest force on any atom in Eh/bohr: 0.117
Calculated total energy in eV: -18605.192

---

C3H4O3Pb | ωB97M-V/def2-TZVPD

Atoms and positions in Å:
Pb  0.5676  1.4327  -2.5301
O  1.3756  -0.3911  -1.6631
O  1.0533  1.3599  -0.4067
O  1.0892  -0.6392  0.5696
C  -1.0644  -0.2662  1.5124
C  1.2376  0.1156  -0.5134
C  -0.2348  -1.1066  0.9082
H  -1.1912  0.7772  1.2249
H  -1.2512  1.3048  -2.5600
H  -1.2650  -0.3945  2.5750
H  -0.3167  -2.1925  0.8832

Results
Net charge: 0
Spin multiplicity: 1
Relative energy (zero: lowest compared OMol25 entry of this formula, charge and spin) in kJ/mol: 124.91
Lowest unoccupied orbital energy in Ha: -0.00167
Orbital gap in eV: 8.5
HOMO energy in eV: -8.50
Strongest force on any atom in Eh/bohr: 0.082
Calculated total energy in eV: -14562.210

---

C3H4O3Tm | ωB97M-V/def2-TZVPD

Atoms and positions in Å:
Tm  0.2724  0.6392  0.7205
O  -1.9357  -0.1324  0.5670
O  -1.5522  2.0173  0.3299
O  -3.6560  1.2241  0.2372
C  -2.3544  1.0416  0.3854
C  1.9994  -0.9889  0.4185
C  2.6934  -1.0956  -0.7342
H  2.2788  -0.7743  -1.6987
H  2.4557  -1.5317  1.2627
H  -3.8912  1.1571  -0.6977
H  3.6898  -1.5565  -0.7906

Results
Net charge: +1
Spin multiplicity: 3
Relative energy (zero: lowest compared OMol25 entry of this formula, charge and spin) in kJ/mol: 0.00
Lowest unoccupied orbital energy (alpha / beta) in Ha: -0.22917 / -0.22591
Orbital gap (alpha / beta) in eV: 7.2 / 7.3
HOMO energy (alpha / beta) in eV: -13.41 / -13.40
Strongest force on any atom in Eh/bohr: 0.039
Calculated total energy in eV: -38839.643

---

C3H4O3Zn | ωB97M-V/def2-TZVPD

Atoms and positions in Å:
Zn  -0.7174  -1.5200  -0.4029
O  2.0209  -1.0253  1.3582
O  -2.1354  -0.3597  -0.7924
O  1.1177  -1.6531  -0.8202
C  1.7578  0.2493  0.7739
C  -2.2628  0.8577  -0.6529
C  0.9569  -0.9735  0.3609
H  2.4859  0.5961  0.0267
H  1.4886  1.0177  1.5108
H  -3.2392  1.2701  -0.3494
H  -1.4731  1.5406  -1.0129

Results
Net charge: 0
Spin multiplicity: 1
Relative energy (zero: lowest compared OMol25 entry of this formula, charge and spin) in kJ/mol: 281.10
Lowest unoccupied orbital energy (alpha / beta) in Ha: -0.05848 / -0.04563
Orbital gap (alpha / beta) in eV: 5.1 / 5.8
HOMO energy (alpha / beta) in eV: -6.64 / -7.05
Strongest force on any atom in Eh/bohr: 0.049
Calculated total energy in eV: -57730.167

---

- Which value of relative energy (zero: lowest compared OMol25 entry of this formula, charge and spin) does entry 9 give?
  0.00 kJ/mol